A cluster of 2 separate species, C6H7N2OS in total. Source: the OMol25 dataset; level of theory: the ωB97M-V functional and the def2-TZVPD basis.

Structure (XYZ):
```
17
Properties=species:S:1:pos:R:3:forces:R:3
C -0.53195 -2.67854 -0.58354 1.21 2.54 2.42
C 0.63241 -2.39466 0.26539 -1.02 -0.44 -2.75
C -1.37131 -1.60177 -0.94598 1.56 -1.03 -0.07
C 1.00519 -1.10118 0.45233 1.05 2.07 0.88
C -0.90598 -0.26866 -0.71079 -2.46 -0.73 -0.31
C 0.43531 3.60739 0.82155 0.07 0.21 -0.56
N 0.21466 -0.07419 -0.05870 2.51 0.68 -0.58
N -0.71120 3.29171 0.89992 -0.19 0.46 -0.05
O 0.75134 1.23738 0.08610 -1.01 -2.89 3.11
S 1.91004 3.88679 0.39207 0.50 0.35 0.07
H -0.71752 -3.71873 -0.71142 -0.56 -0.45 -0.62
H 1.35542 -3.19951 0.38582 -0.30 0.21 0.78
H -2.25731 -1.90600 -1.51407 0.14 0.99 0.29
H 1.92593 -0.72436 1.03450 -1.61 -0.74 -1.23
H -1.53080 0.62874 -0.91332 0.79 -0.72 -0.18
H 1.05354 1.80988 -0.61662 0.08 -0.49 -2.03
H -1.25778 3.20572 1.71676 -0.76 -0.04 0.83
```
Positions in Å, forces in eV/Å.

Output
- Frontier orbital gap: 8.0 eV
- Net charge: +1

natural (NBO) population analysis, charges in e, atoms 1 to 6:
1. C -0.072
2. C -0.220
3. C -0.233
4. C 0.043
5. C 0.089
6. C 0.233

---

The molecule C6H7N3. Source: the OMol25 dataset; level of theory: the ωB97M-V functional and the def2-TZVPD basis.

Structure (XYZ):
```
16
Properties=species:S:1:pos:R:3:forces:R:3
H 3.20279 -0.27259 0.84367 1.89 1.95 0.15
N 2.63969 -1.03503 0.69538 -1.90 -4.31 1.40
C 1.54129 -0.65036 0.18299 0.37 -0.98 -1.22
C 1.78086 0.57933 -0.39851 -1.21 9.30 -1.41
C 1.92212 1.84542 -0.53836 1.08 -2.21 -1.94
N 0.39719 -1.41794 -0.02802 1.06 -4.64 0.99
N -0.51239 -1.38985 -1.07174 0.55 1.30 -1.18
C -1.35864 -0.46740 -1.07152 -2.43 2.80 -0.18
C -1.90877 0.53524 -0.04681 1.69 -1.89 2.07
C -1.95289 0.31916 1.29570 -3.20 2.04 -0.36
H 2.34840 2.91042 -1.06480 -1.57 -3.75 2.06
H 0.60482 -2.48416 -0.12072 0.55 2.62 1.40
H -1.95852 -0.33185 -1.99988 0.38 -0.75 0.52
H -2.40114 1.41091 -0.36785 -0.47 0.62 -0.97
H -1.53590 -0.54986 1.76111 0.24 -0.19 0.32
H -2.80893 0.99855 1.92936 2.99 -1.90 -1.65
```
Positions in Å, forces in eV/Å.

Output
- Frontier orbital gap: 9.1 eV
- Net charge: 0

natural (NBO) population analysis, charges in e, atoms 1 to 6:
1. H 0.351
2. N -0.610
3. C 0.319
4. C -0.105
5. C -0.225
6. N -0.471

---

A cluster of 2 separate species, C6H7N3O in total. Source: the OMol25 dataset; level of theory: the ωB97M-V functional and the def2-TZVPD basis.

Structure (XYZ):
```
17
Properties=species:S:1:pos:R:3:forces:R:3
C 0.24763 0.99627 2.48585 0.37 0.31 -0.33
C 0.92281 1.40058 1.37741 0.17 0.31 0.62
C -0.57919 -0.14431 0.88778 -0.07 0.05 0.27
C -0.99909 -0.81914 -1.42689 0.01 0.18 0.15
C -1.35723 -1.04497 0.00550 0.17 -0.01 0.04
C 0.58777 0.76206 -0.99983 2.89 -1.31 0.03
N -0.68776 0.04635 2.16408 -0.42 -0.56 -0.32
N -0.14140 0.02449 -1.85844 -0.82 -0.48 -0.89
N 0.39688 0.67509 0.33781 -0.67 -0.28 -0.14
O 2.50739 -0.55844 -1.29986 -1.74 1.44 0.97
H 0.35350 1.31899 3.50187 0.16 0.14 0.14
H 1.71779 2.09803 1.22541 0.20 0.16 -0.02
H -1.50295 -1.42204 -2.17099 -0.11 -0.05 -0.09
H -1.15232 -2.09226 0.25799 0.00 0.02 -0.03
H -2.43242 -0.90558 0.16498 0.07 -0.02 -0.07
H 1.17743 1.57069 -1.39846 -0.06 0.14 0.14
H 2.38928 -0.82737 -2.21041 -0.16 -0.03 -0.45
```
Positions in Å, forces in eV/Å.

Output
- Frontier orbital gap (spin up / spin down): 7.2 / 7.2 eV
- Net charge: 0

natural (NBO) population analysis, charges in e, atoms 1 to 6:
1. C -0.059
2. C -0.080
3. C 0.380
4. C 0.224
5. C -0.548
6. C 0.447

---

The molecule C6H7N3O. Source: the OMol25 dataset; level of theory: the ωB97M-V functional and the def2-TZVPD basis.

Structure (XYZ):
```
17
Properties=species:S:1:pos:R:3:forces:R:3
N -3.45208 -0.60832 0.00880 -0.90 7.95 -3.80
C -2.26167 0.04691 -0.15031 -0.32 6.44 -0.01
O -2.20863 1.34399 -0.27356 -1.00 -4.22 0.09
N -1.16322 -0.67468 -0.09466 1.53 3.23 -0.77
C 0.17204 -0.29747 -0.01083 2.01 -0.13 -0.74
C 0.54589 1.02160 0.07326 0.58 2.28 0.23
C 2.00474 1.29336 0.00548 -2.17 2.24 0.35
C 2.90304 0.21656 -0.09482 1.07 2.02 1.38
C 2.37324 -1.06128 -0.10798 0.12 -0.25 -0.97
N 1.07254 -1.30190 -0.14334 -0.78 -0.47 0.34
H -3.45853 -1.36599 0.49984 -0.54 -5.52 3.70
H -4.16905 0.17700 0.13411 1.08 -2.22 -0.03
H -1.37648 -1.53364 0.11059 -0.43 -6.35 1.11
H -0.41027 1.76802 0.18834 3.08 -1.50 -0.46
H 2.29219 2.49395 0.05272 -0.42 -3.61 -0.10
H 4.02955 0.36442 0.08216 -1.90 -0.16 -0.79
H 3.10670 -1.88252 -0.27980 -1.01 0.26 0.47
```
Positions in Å, forces in eV/Å.

Output
- Frontier orbital gap: 9.8 eV
- Net charge: 0

natural (NBO) population analysis, charges in e, atoms 1 to 6:
1. N -0.812
2. C 0.777
3. O -0.702
4. N -0.579
5. C 0.321
6. C -0.296

---

The molecule C6H7N3O. Source: the OMol25 dataset; level of theory: the ωB97M-V functional and the def2-TZVPD basis.

Structure (XYZ):
```
17
Properties=species:S:1:pos:R:3:forces:R:3
C 0.92462 2.02271 -1.64131 -0.32 0.00 -0.14
C 0.23715 0.96222 -0.83736 -0.61 0.81 -0.90
C 0.99169 0.19119 0.11323 -0.30 -1.03 0.84
C 0.43036 -0.82259 0.81515 0.19 0.37 -0.33
N 1.06951 -1.53022 1.82988 0.62 -0.20 0.54
C 0.15739 -2.30783 2.30855 0.19 0.23 -0.15
C -1.08147 -2.11470 1.56023 0.43 0.35 -0.12
N -0.89221 -1.21898 0.65061 -0.74 -1.09 0.45
N -1.01089 0.68123 -0.89925 -0.49 0.44 -0.15
O -1.76838 1.39280 -1.79945 0.48 0.34 -0.30
H 1.78617 2.41198 -1.10808 0.08 0.06 0.03
H 0.22159 2.82543 -1.85450 0.08 0.07 -0.03
H 1.25916 1.61271 -2.59270 0.08 0.00 -0.10
H 2.02544 0.44446 0.29154 0.08 -0.02 0.06
H 0.33181 -2.97605 3.13001 0.10 -0.19 0.21
H -2.01948 -2.61390 1.70526 -0.29 -0.17 -0.01
H -2.66247 1.03954 -1.67181 0.42 0.03 0.09
```
Positions in Å, forces in eV/Å.

Output
- Frontier orbital gap (spin up / spin down): 7.8 / 7.8 eV
- Net charge: 0

natural (NBO) population analysis, charges in e, atoms 1 to 6:
1. C -0.670
2. C 0.115
3. C -0.094
4. C 0.216
5. N -0.404
6. C -0.001

---

A cluster of 2 separate species, C6H7N3O2 in total. Source: the OMol25 dataset; level of theory: the ωB97M-V functional and the def2-TZVPD basis.

Structure (XYZ):
```
18
Properties=species:S:1:pos:R:3:forces:R:3
C -0.51051 1.20533 -1.55076 -1.14 -0.03 -0.49
C -0.60610 0.78183 -0.13656 -0.93 -2.60 1.76
C -1.50547 -0.08186 0.36768 1.52 2.99 -1.37
C -2.43865 -0.90180 0.43721 -0.64 -1.33 -0.18
N -3.23271 -1.83346 0.37870 -0.92 -1.87 2.16
O 0.52648 1.01665 0.59360 0.28 1.63 -0.50
C 0.79278 0.37597 1.74958 1.12 -2.07 0.75
N 1.99557 0.78038 2.24541 -1.71 2.90 -1.21
O 0.18665 -0.54502 2.22587 -0.37 0.21 -0.10
H 0.15749 0.45592 -2.01341 -0.37 0.89 -0.05
H -0.11294 2.22982 -1.66853 -0.20 -0.56 -0.04
H -1.55264 1.08670 -1.98042 1.35 0.38 0.30
H -3.24288 -2.46423 1.27390 0.08 1.53 -2.00
H 2.39527 1.58715 1.83693 0.22 0.73 -0.60
H 2.66824 0.22100 2.61163 1.41 -2.47 1.55
C 1.56701 -1.43024 -2.14040 1.15 2.50 0.53
N 2.18606 -0.47785 -1.93511 0.12 -1.29 -0.21
H 0.72634 -2.00630 -2.29533 -1.00 -1.53 -0.30
```
Positions in Å, forces in eV/Å.

Output
- Frontier orbital gap: 8.9 eV
- Net charge: 0

natural (NBO) population analysis, charges in e, atoms 1 to 6:
1. C -0.670
2. C 0.379
3. C -0.285
4. C 0.371
5. N -0.648
6. O -0.506

---

A structure of composition C6H7N3O2S. Source: the OMol25 dataset; level of theory: the ωB97M-V functional and the def2-TZVPD basis.

Structure (XYZ):
```
19
Properties=species:S:1:pos:R:3:forces:R:3
C 1.16084 -2.67542 1.77862 1.12 -1.15 2.53
C 0.76492 -1.90479 0.79834 -0.56 0.79 -0.91
C 1.92197 0.63294 -1.31910 -0.26 1.14 -0.32
C 1.07532 -0.16897 -0.64003 0.19 0.54 -0.21
C -2.32101 1.42734 -0.83656 1.33 0.95 2.41
C -0.75324 1.51551 -0.71585 -0.57 1.20 -2.19
N 1.44255 -3.33582 2.73881 -0.84 -0.50 -0.80
N 1.56368 -1.23588 -0.03096 0.87 0.62 -0.59
N 2.51474 1.41030 -2.04020 0.03 -0.20 -0.31
O -1.49658 -2.19900 2.04190 -0.36 -1.16 1.31
O -0.29573 0.16239 -0.58480 1.59 0.95 -0.59
S -0.89066 -1.39854 0.96928 -2.38 -0.22 0.46
H -2.58760 0.94527 -1.73613 -0.46 -0.83 -0.77
H -2.71925 0.91906 0.11736 0.46 0.66 -1.70
H -2.70922 2.46676 -0.86316 0.13 -0.60 0.05
H -0.49237 2.32795 -0.00867 0.26 -1.33 0.85
H -0.25766 1.96944 -1.64248 -1.00 -0.82 0.63
H 1.20874 -3.18416 3.71568 0.50 0.40 -0.17
H 2.87054 2.32562 -1.74204 -0.05 -0.46 0.32
```
Positions in Å, forces in eV/Å.

Output
- Frontier orbital gap (spin up / spin down): 6.4 / 6.4 eV
- Net charge: 0

natural (NBO) population analysis, charges in e, atoms 1 to 6:
1. C 0.544
2. C -0.360
3. C 0.374
4. C 0.270
5. C -0.618
6. C -0.072

---

A structure of composition C6H7N5O. Source: the OMol25 dataset; level of theory: the ωB97M-V functional and the def2-TZVPD basis.

Structure (XYZ):
```
19
Properties=species:S:1:pos:R:3:forces:R:3
C 3.32747 -1.04000 0.34094 2.16 0.14 -1.63
C 1.89144 0.71282 -0.29852 -1.78 1.00 0.80
C -0.11932 1.33530 -0.12990 -8.89 6.28 2.23
C -3.47794 0.02756 -0.04249 -1.19 2.44 1.49
C -1.23866 -0.92539 -0.25687 -4.77 -5.63 1.27
C 0.56544 0.23200 -0.18793 7.01 -4.01 -2.02
H 4.39043 -1.38489 -0.16370 -2.66 0.52 2.08
H 2.56090 -1.83120 0.20095 0.39 0.64 -0.29
H 3.30596 -0.72125 1.40560 0.60 -0.47 -0.59
H -3.59123 0.84961 -0.90972 -1.90 -2.22 1.81
H -3.83477 0.69864 1.25711 0.67 -2.38 -4.15
H -3.80107 -1.17429 -0.14156 0.75 3.93 0.13
H -1.90869 -2.12521 -0.08739 1.98 4.04 -0.94
N 1.76134 2.11332 -0.12051 4.42 -0.64 -0.10
N 0.59920 2.54835 0.02854 -2.34 -2.10 -0.90
N -1.49674 1.32827 -0.00707 3.36 2.66 -0.39
N -2.05137 0.18735 -0.08851 1.95 -3.83 0.46
N -0.00241 -1.00845 -0.34467 1.28 0.43 0.29
O 3.12003 0.17745 -0.45430 -1.02 -0.79 0.42
```
Positions in Å, forces in eV/Å.

Output
- Frontier orbital gap: 6.8 eV
- Net charge: 0

natural (NBO) population analysis, charges in e, atoms 1 to 6:
1. C -0.266
2. C 0.346
3. C 0.236
4. C -0.433
5. C 0.284
6. C -0.087

---

Number 1: strongest force on any atom 4.4 eV/Å, energy -815.409573 hartree. Number 2: strongest force on any atom 9.5 eV/Å, energy -396.842552 hartree. Number 3: strongest force on any atom 3.2 eV/Å, energy -472.229069 hartree. Number 4: strongest force on any atom 8.9 eV/Å, energy -472.306167 hartree. Number 5: strongest force on any atom 1.4 eV/Å, energy -472.232298 hartree. Number 6: strongest force on any atom 3.6 eV/Å, energy -547.461024 hartree. Number 7: strongest force on any atom 3.0 eV/Å, energy -945.529133 hartree. Number 8: strongest force on any atom 11.1 eV/Å, energy -581.565844 hartree.